(1)
Density functional theory data (ωB97M-V/def2-TZVPD) for C4H9Cl6OY as an isolated structure in a non-equilibrium geometry.

Summary:
⟨S²⟩: 0.7509
calculated total energy: -3032.1574 Eh
energy above the lowest of the compared OMol25 structures with the same formula, charge and spin: 0.0 kcal/mol
largest force on an atom: 0.100 Eh/bohr
molar mass: 374.74 g mol⁻¹
LUMO level (alpha / beta): -5.2 / -5.7 eV

Geometry as ORCA input:
```
! wB97M-V def2-TZVPD RIJCOSX def2/J DEFGRID3
* xyz 1 2
Y 13.11 17.74 -10.73
C 12.57 21.06 -9.22
O 12.59 19.93 -10.10
H 11.57 21.41 -8.95
H 13.04 20.83 -8.26
H 13.15 21.84 -9.71
C 14.84 18.96 -6.45
Cl 16.44 19.30 -5.71
Cl 15.17 18.34 -8.12
H 14.33 18.15 -5.94
H 14.27 19.88 -6.60
C 11.93 25.04 -7.75
Cl 11.89 23.99 -6.28
Cl 13.19 26.29 -7.47
H 12.24 24.38 -8.57
H 10.93 25.44 -7.91
C 11.93 22.84 -12.62
Cl 13.60 22.37 -12.98
Cl 11.88 24.60 -12.55
H 11.30 22.48 -13.44
H 11.63 22.43 -11.66
*
```


(2)
Density functional theory data (ωB97M-V/def2-TZVPD) for a 2-piece molecular cluster, C3H12N2O overall in a non-equilibrium geometry.

Summary:
calculated total energy: -306.1817 Eh
energy above the lowest of the compared OMol25 structures with the same formula, charge and spin: 39.0 kcal/mol
largest force on an atom: 0.071 Eh/bohr
molar mass: 92.14 g mol⁻¹
LUMO level: 0.8 eV

Geometry as ORCA input:
```
! wB97M-V def2-TZVPD RIJCOSX def2/J DEFGRID3
* xyz 0 1
C 1.77 -1.16 1.35
C 0.75 -0.65 2.40
O 1.09 -1.03 3.76
H 1.26 -1.78 0.59
H 2.64 -1.69 1.79
H 2.23 -0.33 0.67
H 0.83 0.44 2.40
H -0.35 -1.05 2.26
H 1.91 -1.55 3.90
N -2.17 0.27 -1.51
C -0.93 1.06 -1.88
N -0.88 1.89 -3.17
H -2.19 -0.71 -1.77
H -2.55 0.25 -0.58
H 0.02 0.61 -1.82
H -0.95 1.90 -1.16
H -1.81 2.31 -3.27
H -0.68 1.22 -3.97
*
```


(3)
Density functional theory data (ωB97M-V/def2-TZVPD) for an isolated molecule of C4H9N3O in a non-equilibrium geometry.

Summary:
calculated total energy: -397.1048 Eh
energy above the lowest of the compared OMol25 structures with the same formula, charge and spin: 154.3 kcal/mol
largest force on an atom: 0.099 Eh/bohr
molar mass: 115.14 g mol⁻¹
LUMO level: 0.9 eV

Geometry as ORCA input:
```
! wB97M-V def2-TZVPD RIJCOSX def2/J DEFGRID3
* xyz 0 1
O -3.14 -1.15 -0.24
N -2.68 -1.37 1.20
C -1.53 -0.84 1.43
N -0.82 -0.24 0.45
N 0.00 0.92 0.80
C 1.28 0.90 0.13
C 1.67 0.95 -1.31
C 2.05 -0.14 -0.42
H -3.81 -1.78 -0.32
H -1.04 -0.95 2.35
H -1.29 -0.51 -0.60
H -0.58 1.87 0.34
H 1.78 1.65 0.69
H 2.34 1.71 -1.76
H 1.03 0.33 -2.14
H 3.07 -0.30 -0.01
H 1.66 -1.05 -0.58
*
```


(4)
Density functional theory data (ωB97M-V/def2-TZVPD) for a 2-piece molecular cluster, C4H10NO2S overall in a non-equilibrium geometry.

Summary:
calculated total energy: -761.8936 Eh
energy above the lowest of the compared OMol25 structures with the same formula, charge and spin: 17.4 kcal/mol
largest force on an atom: 0.032 Eh/bohr
molar mass: 136.20 g mol⁻¹
LUMO level: 3.7 eV

Geometry as ORCA input:
```
! wB97M-V def2-TZVPD RIJCOSX def2/J DEFGRID3
* xyz -1 1
C -1.06 -0.03 -1.17
C -1.06 1.50 -0.88
S -0.73 1.98 0.82
C 0.29 -0.68 -1.17
N 0.71 -1.42 -0.11
C -0.04 -1.54 1.14
O 1.00 -0.63 -2.17
H -1.76 -0.44 -0.45
H -1.50 -0.16 -2.13
H -0.36 1.94 -1.59
H -2.05 1.81 -1.22
H 1.51 -1.99 -0.34
H -0.51 -0.58 1.32
H 0.61 -1.78 1.95
H -0.84 -2.28 1.03
H 2.28 1.78 1.03
H 1.30 1.18 2.03
O 2.25 1.35 1.90
*
```


(5)
Density functional theory data (ωB97M-V/def2-TZVPD) for a 2-piece molecular cluster, CH3NOS2 overall in a non-equilibrium geometry.

Summary:
calculated total energy: -966.1763 Eh
energy above the lowest of the compared OMol25 structures with the same formula, charge and spin: 45.5 kcal/mol
largest force on an atom: 0.076 Eh/bohr
molar mass: 109.18 g mol⁻¹
LUMO level: 0.3 eV

Geometry as ORCA input:
```
! wB97M-V def2-TZVPD RIJCOSX def2/J DEFGRID3
* xyz 0 1
C 1.08 -0.43 1.64
N 0.07 -0.95 1.55
O -1.66 0.56 -0.55
S 1.18 0.81 -1.17
S -0.31 -0.38 -1.03
H 2.10 0.13 1.53
H -1.73 0.90 0.41
H -0.73 -0.63 -2.37
*
```